Density functional theory data (ωB97M-V/def2-TZVPD) for a structure of composition C15H35N6O7PPdS3.

```
68
Properties=species:S:1:pos:R:3
Pd 0.2375 -1.0817 0.5066
C -0.6535 3.7443 3.3960
O -0.2627 2.3905 3.5931
C -0.3820 1.4694 2.6055
O -0.1296 0.3196 2.8362
N -0.8756 1.9616 1.4215
N -0.8198 1.1352 0.2947
H -0.5684 4.2197 4.3680
H -1.6861 3.8147 3.0498
H 0.0183 4.2542 2.7004
H -0.7708 2.9474 1.2457
H 0.0058 1.3713 -0.2565
H -1.6782 1.2065 -0.2346
C 3.4395 -0.0298 1.9200
S 2.8889 0.3161 0.2806
O 4.0288 0.7326 -0.4876
O 2.2834 -0.9867 -0.1961
O 1.8499 1.3444 0.4288
H 4.2051 -0.8007 1.8663
H 2.5849 -0.3590 2.5094
H 3.8505 0.8901 2.3286
C -3.2586 -6.3249 1.6669
C -3.3005 -5.1888 0.6673
C -4.3607 -4.1510 0.9720
O -1.9699 -4.5941 0.5368
P -1.3228 -3.4488 1.3977
S 0.6047 -3.3027 0.9039
S -1.9486 -1.5868 0.9951
O -1.6603 -3.9351 2.8541
C -1.4209 -3.2767 4.1476
C -2.5554 -2.3193 4.4485
C -0.0572 -2.6306 4.2344
H -4.1896 -6.8909 1.6049
H -3.1433 -5.9487 2.6817
H -2.4314 -6.9977 1.4443
H -3.4698 -5.5922 -0.3308
H -4.2194 -3.7231 1.9661
H -5.3406 -4.6292 0.9464
H -4.3490 -3.3472 0.2367
H -1.4683 -4.1228 4.8332
H -2.4928 -1.4347 3.8169
H -2.4844 -2.0056 5.4912
H -3.5230 -2.8005 4.3021
H 0.0115 -1.7525 3.5928
H 0.7346 -3.3319 3.9745
H 0.0933 -2.3028 5.2644
C 0.7179 -0.0982 -2.9737
N -0.3193 -0.8313 -2.2280
C -0.1781 -2.2607 -2.5475
N -0.3133 -2.5182 -3.9828
C 0.7153 -1.7401 -4.6828
N 0.5971 -0.3024 -4.4191
C -0.7368 0.1288 -4.8379
N -1.8074 -0.5989 -4.1432
C -1.6302 -0.3872 -2.7057
C -1.6256 -2.0317 -4.4120
H 1.6969 -0.4369 -2.6338
H 0.6286 0.9694 -2.7554
H -0.9441 -2.8194 -2.0039
H 0.8025 -2.5960 -2.2060
H 0.6203 -1.9129 -5.7565
H 1.6992 -2.0799 -4.3569
H -0.8429 -0.0326 -5.9123
H -0.8459 1.1961 -4.6337
H -2.4050 -0.9340 -2.1616
H -1.7399 0.6839 -2.5058
H -1.7377 -2.2047 -5.4840
H -2.4014 -2.5905 -3.8843
```

Output
Molar mass, g mol⁻¹: 645.075
Energy above the lowest of the compared OMol25 structures with the same formula, charge and spin, eV: 0.000
E_HOMO, eV: -8.19
LUMO energy, eV: -0.412

Results of the Löwdin charge analysis, in e, for atoms 1 through 8: Pd 0.44; C -0.07; O -0.01; C -0.56; O 0.03; N 0.03; N -0.02; H 0.10

***

Density functional theory data (ωB97M-V/def2-TZVPD) for a structure of composition C10H37FeO9 in a non-equilibrium geometry.

```
57
Properties=species:S:1:pos:R:3
Fe 32.3236 2.1522 -0.8337
C 28.3335 0.9333 -1.0929
C 29.1761 1.6754 -0.0781
O 30.2911 2.4669 -0.4495
H 27.9699 1.6643 -1.8151
H 27.5592 0.3249 -0.6256
H 28.9024 0.2267 -1.6972
H 29.5692 0.9409 0.6248
H 28.3839 2.2506 0.4011
C 28.4592 0.4973 3.9128
C 29.4090 0.3938 5.1064
O 28.9211 -0.5744 5.9161
H 28.5751 -0.3376 3.2217
H 28.9256 1.3611 3.4391
H 27.4256 0.7579 4.1405
H 29.5977 1.3515 5.5915
H 30.4061 0.1254 4.7573
H 29.2113 -1.4468 5.6399
C 23.9453 3.3394 -2.3534
C 25.4582 3.6841 -2.0692
O 25.6605 4.9875 -2.7182
H 23.7083 2.3406 -1.9868
H 23.6825 3.1871 -3.4002
H 23.3055 4.1023 -1.9098
H 25.9213 2.8259 -2.5562
H 25.6134 3.7868 -0.9952
H 25.2599 4.9385 -3.5893
C 25.8150 -2.3231 1.0824
C 24.5277 -3.1084 0.9069
O 23.4896 -2.2780 0.6586
H 26.4836 -2.9000 1.7213
H 25.6108 -1.4436 1.6930
H 26.2648 -2.0492 0.1281
H 24.4100 -3.6030 1.8711
H 24.4476 -3.8164 0.0820
H 22.7093 -2.7120 0.3059
C 29.7975 -3.5172 -1.1488
C 29.9750 -2.1345 -0.6335
O 31.1029 -2.1988 0.2303
H 30.6259 -3.8389 -1.7800
H 28.8633 -3.3698 -1.6908
H 29.5097 -4.2586 -0.4034
H 29.2189 -1.8694 0.1055
H 30.0296 -1.3352 -1.3726
H 31.7357 -2.7110 -0.2785
O 32.3421 0.2042 -0.0772
H 33.2030 -0.2140 -0.0875
H 31.7361 -0.4997 0.1545
O 30.0931 4.8775 1.4407
H 30.6031 5.3652 0.7939
H 29.7060 4.1553 0.9460
O 32.8132 2.9740 1.2025
H 33.4036 3.1034 1.9448
H 31.9530 3.2342 1.5319
O 29.1065 4.6189 -1.9377
H 28.2776 4.8342 -1.5102
H 29.3888 3.8061 -1.5184
```

Output
Molar mass, g mol⁻¹: 357.242
Charge: +1
Energy above the lowest of the compared OMol25 structures with the same formula, charge and spin, eV: 1.837
Multiplicity: 5
E_HOMO (alpha / beta), eV: -11.82 / -11.82
LUMO energy (alpha / beta), eV: -5.463 / -5.552

Results of the Löwdin charge analysis, in e, for atoms 1 through 8: Fe 1.15; C -0.07; C -0.37; O -0.35; H 0.07; H 0.09; H 0.05; H 0.09

***

Density functional theory data (ωB97M-V/def2-TZVPD) for a structure of composition C40H32CaN8O3S3.

```
87
Properties=species:S:1:pos:R:3
Ca -0.5080 1.0772 -0.7205
C -3.9353 1.1822 -3.9542
C -3.3224 1.3884 -2.5691
O -2.0980 1.0908 -2.4573
C -4.1535 1.8635 -1.5687
C -3.8147 2.1310 -0.1989
C -4.9333 2.6656 0.6679
N -2.6390 1.9152 0.3121
N -2.5693 2.2127 1.6852
C -1.4372 1.7933 2.1953
O -0.4928 1.1836 1.6080
C -1.2511 2.0530 3.6691
C -0.1233 1.5337 4.2990
C 0.0870 1.7516 5.6545
C -0.8250 2.4919 6.3948
C -1.9533 3.0127 5.7700
C -2.1644 2.7941 4.4165
H -3.1619 0.8031 -4.6211
H -4.3265 2.1187 -4.3586
H -4.7617 0.4674 -3.9186
H -5.1788 2.0766 -1.8509
H -5.8444 2.7969 0.0832
H -4.6410 3.6157 1.1170
H -5.1245 1.9902 1.5039
H 0.5740 0.9601 3.6996
H 0.9706 1.3416 6.1301
H -0.6591 2.6658 7.4525
H -2.6688 3.5944 6.3414
H -3.0340 3.1898 3.9084
C 3.0014 3.0618 1.8376
C 2.7638 2.5144 0.4519
N 2.6346 1.2611 0.2208
N 2.9074 0.4841 1.3467
C 2.3445 -0.6734 1.4009
S 1.1909 -1.4100 0.3859
S 2.9832 -1.5079 2.8935
C 2.0836 -3.0704 2.9676
C 2.8850 -4.2659 2.5320
C 3.2175 -5.2814 3.4208
C 3.9543 -6.3866 3.0054
C 4.3653 -6.4888 1.6868
C 4.0356 -5.4774 0.7883
C 3.3071 -4.3765 1.2040
C 2.7619 3.4752 -0.6843
C 3.8237 4.3681 -0.7762
C 3.9453 5.2835 -1.8156
C 2.9472 5.3093 -2.7854
C 1.8658 4.4539 -2.7106
C 1.7179 3.5066 -1.6603
O 0.6877 2.7463 -1.5991
H 2.2125 2.7024 2.5003
H 3.0016 4.1504 1.8303
H 3.9429 2.6885 2.2475
H 1.2256 -2.9332 2.2986
H 1.7178 -3.2048 3.9865
H 2.8973 -5.2039 4.4546
H 4.2066 -7.1648 3.7169
H 4.9398 -7.3471 1.3580
H 4.3509 -5.5488 -0.2462
H 3.0403 -3.5827 0.5144
H 4.5935 4.3333 -0.0103
H 4.7929 5.9566 -1.8650
H 3.0112 6.0151 -3.6091
H 1.0780 4.4842 -3.4549
S -2.4910 -5.1011 -5.4157
N -1.1866 -4.1379 -5.4604
C -1.2537 -3.3566 -4.3971
C -0.2960 -2.3309 -4.0413
C 0.8362 -2.0336 -4.8019
C 1.6678 -1.0191 -4.3863
C 1.3372 -0.3068 -3.2324
N 0.2646 -0.5784 -2.5133
C -0.5312 -1.5829 -2.8816
C -1.6983 -1.8615 -2.0202
N -1.8115 -1.1347 -0.9084
C -2.8612 -1.3181 -0.1288
C -3.8619 -2.2489 -0.4174
C -3.7492 -3.0161 -1.5525
C -2.6408 -2.8306 -2.3813
C -2.4098 -3.5926 -3.5905
N -3.1920 -4.5477 -4.0615
H 1.0392 -2.6023 -5.7005
H 2.5587 -0.7574 -4.9408
H 1.9499 0.5142 -2.8739
H -2.9109 -0.6885 0.7528
H -4.7085 -2.3474 0.2484
H -4.4960 -3.7534 -1.8182
```

Output
Molar mass, g mol⁻¹: 809.028
Charge: -2
Energy above the lowest of the compared OMol25 structures with the same formula, charge and spin, eV: 0.060
E_HOMO, eV: -1.47
LUMO energy, eV: 3.303

Results of the Löwdin charge analysis, in e, for atoms 1 through 8: Ca 1.30; C -0.05; C -0.51; O -0.18; C -0.07; C -0.37; C -0.07; N -0.05

***

Density functional theory data (ωB97M-V/def2-TZVPD) for a structure of composition C27H47BN6O2TeY in a non-equilibrium geometry.

```
85
Properties=species:S:1:pos:R:3
Y -0.0508 -0.2388 0.1299
C 1.5516 4.7831 1.5104
C 1.2233 3.7627 0.4761
C 1.2617 3.8871 -0.9015
C 0.8618 2.6473 -1.4054
N 0.5915 1.8260 -0.3923
N 0.8193 2.5119 0.7651
B 0.6665 1.8449 2.1556
N -0.8227 1.4095 2.3203
N -1.5497 1.0307 1.2161
C -2.8389 1.2405 1.4993
C -2.9565 1.6601 2.8277
C -1.6669 1.7810 3.3047
C -1.2256 2.2315 4.6537
C -3.9544 1.2021 0.4834
C -3.4175 1.0607 -0.9428
C -4.6954 2.5469 0.5642
C -4.9174 0.0614 0.8378
N 1.6514 0.6407 2.2158
N 2.0602 -0.0165 1.0768
C 3.1963 -0.6594 1.3826
C 3.4879 -0.4589 2.7353
C 2.5003 0.3689 3.2255
C 2.3713 0.9088 4.6083
C 4.1293 -1.2781 0.3600
C 3.4774 -2.3888 -0.4651
C 4.5757 -0.1533 -0.5879
C 5.3494 -1.8675 1.0712
C 0.7329 2.2284 -2.8449
C -0.2851 3.1418 -3.5397
C 2.1061 2.3632 -3.5180
C 0.2654 0.7730 -2.9714
H 1.8275 5.7178 1.0289
H 2.3858 4.4553 2.1316
H 0.6975 4.9676 2.1624
H 1.5461 4.7638 -1.4588
H 0.9438 2.6142 3.0145
H -3.8610 1.8977 3.3613
H -2.0954 2.4700 5.2600
H -0.5915 3.1162 4.5891
H -0.6578 1.4464 5.1524
H -2.7276 1.8789 -1.1704
H -4.2465 1.1117 -1.6498
H -2.9131 0.1059 -1.0896
H -4.0110 3.3717 0.3581
H -5.1287 2.7043 1.5516
H -5.5015 2.5691 -0.1702
H -4.3856 -0.8887 0.8725
H -5.7167 -0.0111 0.0979
H -5.3741 0.2328 1.8131
H 4.3245 -0.8400 3.2930
H 3.2061 0.5574 5.2088
H 1.4461 0.5680 5.0736
H 2.3729 1.9991 4.6114
H 2.6598 -2.0093 -1.0713
H 3.1015 -3.1826 0.1846
H 4.2169 -2.8263 -1.1366
H 3.7105 0.2875 -1.0876
H 5.2555 -0.5486 -1.3444
H 5.0888 0.6367 -0.0369
H 5.0521 -2.6488 1.7728
H 5.9054 -1.1029 1.6149
H 6.0205 -2.3124 0.3364
H 0.0181 4.1866 -3.4746
H -1.2711 3.0444 -3.0805
H -0.3712 2.8795 -4.5955
H 2.4851 3.3816 -3.4363
H 2.0342 2.1099 -4.5770
H 2.8301 1.6930 -3.0503
H -0.7363 0.6365 -2.5387
H 0.9863 0.0841 -2.5110
H 0.1991 0.5096 -4.0263
O 0.3197 -2.1570 -0.7741
C 0.3171 -2.7176 0.3769
O 0.0171 -2.0697 1.4043
H 0.5743 -3.7798 0.4444
C -4.5684 -3.2683 -0.3937
Te -2.4604 -2.8394 -0.3863
C -2.3780 -2.8316 -2.5379
H -4.7404 -4.1897 -0.9451
H -5.1498 -2.4645 -0.8398
H -4.8817 -3.4104 0.6389
H -3.2075 -2.2414 -2.9205
H -2.4573 -3.8529 -2.8993
H -1.4281 -2.4049 -2.8486
```

Output
Molar mass, g mol⁻¹: 715.031
Charge: +1
Energy above the lowest of the compared OMol25 structures with the same formula, charge and spin, eV: 1.100
E_HOMO, eV: -10.84
LUMO energy, eV: -1.814

Results of the Löwdin charge analysis, in e, for atoms 1 through 8: Y 1.53; C 0.00; C -0.24; C 0.05; C -0.23; N -0.03; N 0.04; B -0.49

***

Density functional theory data (ωB97M-V/def2-TZVPD) for a structure of composition C3H5NO.

```
10
Properties=species:S:1:pos:R:3
O 2.0433 -0.5838 0.2878
C 0.9196 -0.2109 0.4216
C 0.2266 1.1833 0.3307
N -0.9566 0.3447 0.5461
C -0.4735 -0.8834 0.6819
H 0.4363 1.8798 1.1477
H 0.2661 1.6922 -0.6377
H -1.9298 0.6247 0.5900
H -0.4301 -2.0506 -1.3507
H -0.1019 -1.9959 -2.0175
```

Output
Molar mass, g mol⁻¹: 71.079
Energy above the lowest of the compared OMol25 structures with the same formula, charge and spin, eV: 4.216
E_HOMO, eV: -8.80
LUMO energy, eV: -0.057

Results of the Löwdin charge analysis, in e, for atoms 1 through 8: O 0.11; C -0.41; C -0.08; N -0.03; C 0.00; H 0.11; H 0.11; H 0.13

***

Density functional theory data (ωB97M-V/def2-TZVPD) for a cluster of 3 separate species, H10N3 in total in a non-equilibrium geometry.

```
13
Properties=species:S:1:pos:R:3
N 0.7430 0.3232 0.3110
H 0.2370 1.0807 -0.2359
H 0.1574 -0.5270 0.5053
H 1.5577 -0.0174 -0.1828
H 1.0178 0.7081 1.2105
N 0.1127 -2.4716 0.6404
H 0.8707 -2.7030 1.2759
H 0.2499 -2.9843 -0.2256
H -0.7020 -2.9362 1.0377
N -0.8525 2.2206 -1.0032
H -1.5819 1.6805 -1.4322
H -0.4690 2.9029 -1.6363
H -1.3408 2.7235 -0.2650
```

Output
Molar mass, g mol⁻¹: 52.101
Charge: +1
Energy above the lowest of the compared OMol25 structures with the same formula, charge and spin, eV: 0.000
E_HOMO, eV: -15.12
LUMO energy, eV: -3.223

Results of the Löwdin charge analysis, in e, for atoms 1 through 8: N 0.24; H 0.06; H 0.08; H 0.13; H 0.14; N 0.01; H 0.05; H 0.05